164
Properties=species:S:1:pos:R:3:forces:R:3:mulliken_charge:R:1 method="wB97M-V/def2-TZVPD" total_charge=+6 homo_energy_ev=-12.5756 max_force_ha_per_bohr=0.132 orbital_gap_ev=2.6384
H -17.6695 -37.1931 -6.7654 -0.3 0.3 -1.0 0.39
C 3.2113 -32.5354 -24.8097 1.1 0.1 2.4 -0.35
C -7.6863 -21.0806 -14.8097 0.4 -1.2 -1.6 -0.54
H -20.8063 -19.2325 -10.9573 -0.3 0.3 0.2 0.30
H -7.2497 -22.1229 -18.5166 -0.3 -0.2 -0.4 0.41
H -16.2897 -17.2314 -15.5809 -0.1 -0.9 -0.8 0.42
H 5.8183 -36.5281 -27.1853 0.7 1.1 -0.1 0.41
C -8.2140 -26.5055 -20.8114 0.2 0.2 1.4 -0.37
H -4.9993 -18.7276 -16.2457 0.3 -0.1 1.0 0.58
C -4.0684 -34.2003 -16.5188 -0.8 -0.5 -0.4 -0.84
H -10.0309 -28.1424 -35.7807 0.7 0.6 -0.5 0.32
O -13.7284 -21.9566 -15.3610 -1.1 -0.3 -1.6 -0.59
H -3.8589 -16.9416 -20.8779 0.5 0.3 0.0 0.36
H -7.5591 -28.4482 -18.8597 0.0 0.0 0.0 0.41
C -5.1090 -36.9894 -21.5758 -0.7 -2.2 -2.5 -1.30
C -7.0034 -20.2733 -15.6721 -0.4 1.6 -0.8 -0.82
C -15.7601 -35.1310 -6.9201 -0.6 -0.9 1.4 -0.08
C -15.9797 -35.1855 -4.7774 0.6 1.1 1.5 -0.50
C -18.4250 -18.9068 -14.9289 -0.3 1.2 -0.1 0.36
H -9.2586 -27.6745 -22.3866 0.2 -0.2 0.3 0.34
C -5.3436 -35.0665 -18.5474 1.1 -1.1 1.6 -0.65
C -7.3489 -21.8038 -17.5030 0.1 2.4 0.8 -1.03
F -6.4296 -32.7629 -17.8517 0.8 2.0 0.6 -0.40
H -5.9350 -23.4937 -36.1460 0.2 -0.6 -0.3 0.34
N 4.4096 -35.7868 -25.6841 0.1 -1.7 0.2 0.09
C -4.5213 -37.0867 -18.6834 3.4 -0.9 2.3 -0.38
C -6.9407 -23.4142 -36.5439 -0.8 -1.7 0.3 -0.76
H -14.5812 -19.5222 -19.6883 0.1 0.6 -0.7 0.36
H -6.8031 -26.0917 -35.4400 -1.7 0.0 -2.0 0.30
C -17.1305 -37.0632 -5.8590 1.4 0.6 -1.7 -0.93
H -10.2544 -29.0466 -16.2341 0.2 -0.3 0.2 0.24
H -8.6945 -23.3509 -16.9086 -0.6 -1.3 -0.6 0.86
H -13.9873 -20.9827 -18.7307 -1.0 2.0 -0.1 0.38
H -11.1642 -27.2187 -17.2912 -2.1 0.2 1.4 0.64
H 4.4113 -37.3792 -27.1544 -1.4 -0.4 -0.1 0.34
H -6.8237 -36.9791 -20.4460 -1.9 -0.8 0.3 0.26
C -14.5433 -33.0513 -7.3238 -1.3 -0.1 0.0 -0.18
N -15.3546 -19.6210 -17.7228 -0.1 -0.4 -1.7 0.21
H -7.8060 -25.4764 -20.5936 -0.7 -1.0 -0.6 0.22
C -19.2561 -17.7567 -14.7851 2.4 -1.9 -1.1 -0.70
H -10.4619 -26.5359 -37.9855 2.5 0.2 0.8 0.37
C -3.8977 -36.4281 -17.6329 0.2 -3.1 0.2 -0.28
H -13.4782 -33.1798 -7.2283 0.3 -0.3 -0.4 0.26
B -7.7434 -32.9683 -18.2925 0.7 -3.1 -0.2 0.28
C -6.8565 -20.5373 -17.0699 0.3 -2.0 1.4 1.42
C -7.5185 -25.9251 -36.3482 0.3 -3.2 3.2 -0.16
H 2.8689 -32.5859 -22.6575 -1.1 -1.0 0.6 0.34
N -9.3814 -28.0734 -17.8053 0.7 -0.7 0.3 0.03
H -8.9769 -24.0806 -38.5893 0.8 -1.7 1.1 0.34
C -4.3476 -16.3612 -20.1049 -2.3 0.3 -0.2 -0.86
H -14.5188 -17.7363 -17.2628 -0.2 -0.6 -0.1 0.44
C -15.3407 -18.4387 -17.1015 -0.6 0.1 1.1 -0.25
C -15.3322 -34.0332 -5.0287 0.5 0.0 -2.1 -0.28
C -8.4632 -27.8710 -18.7468 0.3 -1.4 0.7 -0.01
C -5.2820 -18.6207 -17.2528 0.2 0.1 -1.7 -0.80
O -9.7285 -22.9739 -18.9860 1.7 -0.7 -0.8 -0.65
H -6.2664 -17.9724 -20.8792 0.4 0.3 0.0 0.44
C -14.2760 -19.8421 -18.7231 2.0 -3.5 2.1 -1.16
H -9.7045 -30.1216 -17.5901 0.5 0.3 0.8 0.35
H 2.8874 -31.0053 -23.2254 -0.4 1.3 -0.2 0.41
H 4.3964 -31.9792 -22.9866 -1.2 0.5 -0.8 0.33
N -8.8892 -26.9546 -19.5584 -2.0 1.7 -1.3 0.27
H -16.4453 -21.3928 -18.1905 0.8 -0.5 -0.5 0.46
C -9.4036 -26.2397 -37.6035 0.7 6.0 -3.1 -0.01
C -9.0548 -26.6606 -22.0592 2.1 0.7 -1.3 -1.14
F -8.4921 -31.9397 -18.6488 -1.0 2.7 -0.1 -0.23
H -4.2997 -36.3866 -21.8807 1.0 0.8 -0.3 0.37
H -20.9512 -17.4489 -11.2876 0.1 -0.1 0.0 0.37
C -20.0316 -17.6571 -13.6955 -0.9 0.2 1.0 -0.13
H -9.5868 -22.4885 -13.7526 -0.1 -0.1 0.1 0.42
N -16.2534 -35.8660 -5.8876 -0.5 0.1 -1.6 0.08
H 3.8159 -37.1284 -24.0421 0.2 -0.1 0.0 0.44
H -19.7294 -20.6937 -12.3067 0.2 0.7 -0.5 0.42
N -7.5079 -24.8470 -37.0448 -2.7 2.3 -1.7 0.11
H -3.7457 -15.7196 -19.4901 0.5 0.0 0.1 0.32
H -4.1791 -38.0850 -18.8980 -0.8 0.0 -1.0 0.36
C -6.1173 -19.5434 -17.8961 -0.9 0.6 0.1 0.73
N -13.5088 -23.0643 -14.8262 2.2 1.9 4.0 0.89
F -8.3027 -33.7840 -17.3431 -0.9 -0.2 0.9 -0.36
H -6.2959 -35.3480 -20.9601 -0.2 -0.2 0.4 0.28
C -16.3767 -20.5037 -17.6150 0.1 1.2 0.8 -0.34
H -18.0512 -20.8552 -14.1612 0.0 0.4 0.4 0.58
H -4.7268 -38.0055 -21.3718 -0.2 0.5 0.6 0.38
C 3.4286 -34.9216 -23.9390 -0.4 -2.8 2.0 -0.15
C -17.3917 -20.2379 -16.7263 0.3 -1.5 0.0 -0.47
C -6.0209 -36.3471 -20.6199 1.6 0.8 1.8 -0.15
H -19.2138 -16.9739 -15.4915 0.1 0.9 -0.5 0.55
H 2.2242 -32.3845 -25.1518 -1.4 -0.9 -0.3 0.33
C -21.0919 -18.4576 -11.6671 -0.4 -0.9 -0.6 -0.85
C -19.5131 -19.8649 -13.0062 -1.6 1.4 0.9 -0.22
C -8.9480 -27.9206 -35.8872 -2.0 0.1 -0.7 0.20
H -10.6787 -25.7302 -19.5535 -0.5 1.0 -0.7 0.48
H -8.7240 -29.2381 -34.3941 1.8 1.1 1.2 0.23
C -14.8956 -31.6378 -6.9735 0.4 1.2 1.2 -1.20
C -18.5829 -19.9115 -13.9937 0.5 -1.7 -1.0 -0.66
H -13.3351 -19.4817 -18.2358 -0.8 0.4 -1.0 0.44
F -7.5502 -33.7693 -19.4544 -0.2 -0.3 -1.1 -0.36
N -10.5212 -22.1021 -18.5918 -1.8 -2.1 0.7 1.08
H -14.9771 -33.2682 -8.3152 0.8 -0.1 0.2 0.28
H -8.4409 -26.1558 -22.8644 -0.6 -0.7 0.6 0.35
C 3.8597 -36.1319 -24.4349 0.3 2.4 -1.2 -0.50
N -8.1751 -22.2599 -15.2837 -0.5 0.3 -0.2 0.17
H 5.5134 -37.5007 -25.8086 0.3 -0.6 0.4 0.34
C -8.6397 -24.9560 -37.9322 -2.3 -1.2 0.5 -0.51
H -6.9165 -22.7806 -37.4155 -0.3 0.2 -0.1 0.33
H -5.1006 -31.4286 -35.7063 -0.5 0.3 0.0 -0.15
N -4.4694 -35.2709 -17.4857 -1.6 4.3 -1.3 0.17
H -14.8651 -33.2665 -4.4371 -0.3 -0.1 0.2 0.41
H -22.1283 -18.5954 -12.0116 0.3 0.1 0.4 0.34
N -15.2137 -34.0381 -6.4292 0.5 0.5 0.1 0.13
C 3.3212 -31.9518 -23.3652 2.9 -1.2 -0.8 -1.22
C -8.9016 -23.1287 -14.2952 0.0 -0.3 -0.1 -0.94
H -4.1425 -16.8191 -17.5477 0.8 0.4 0.5 0.43
H -7.8377 -20.8347 -13.7906 -0.1 0.0 0.8 0.50
H -15.9524 -31.3722 -6.9939 0.0 -0.3 -0.6 0.36
O -12.7424 -22.9999 -13.7952 0.2 -0.3 -0.7 -0.64
O -13.9898 -24.1370 -15.0805 -1.3 -1.0 -1.9 -0.63
C -10.1616 -26.5340 -19.1302 1.3 -0.6 1.1 -0.56
C -16.3490 -18.1622 -16.1983 0.2 1.2 0.8 -0.52
H -16.2132 -35.5209 -3.8269 -0.7 -0.8 1.5 0.48
C -8.1146 -22.5360 -16.6113 0.9 0.5 1.5 -0.38
H -8.1999 -23.6322 -13.6266 0.3 0.5 0.0 0.34
H -3.1670 -36.7485 -16.9045 0.0 -0.3 -0.3 0.47
N -5.3355 -36.2100 -19.2414 -1.8 1.7 -2.2 0.17
H -17.8451 -36.9724 -5.1208 -1.2 0.3 1.8 0.39
H 2.9633 -34.8251 -22.9687 0.0 0.5 -0.2 0.32
O -11.7030 -22.4007 -18.4925 -1.5 -0.1 -0.5 -0.66
H -7.3826 -27.1898 -20.8317 0.6 0.0 -0.4 0.31
H 3.7910 -32.0332 -25.5487 0.9 0.5 -0.2 0.37
N -8.6454 -26.7755 -36.6621 3.4 -0.9 3.3 0.08
H -9.9543 -26.1241 -22.0655 -1.4 0.8 0.4 0.40
C -10.4080 -27.2122 -17.9732 1.4 0.2 -2.5 -0.58
H -7.2498 -19.8916 -19.6746 0.2 0.1 -0.4 0.46
H -16.5343 -37.9249 -5.7609 0.7 -1.0 0.5 0.34
H -6.7733 -19.2737 -15.2746 0.2 -0.6 -0.2 0.38
O -10.1445 -21.0329 -18.1817 1.8 2.9 0.5 -0.66
N -5.0776 -17.3483 -19.2630 0.6 -0.8 0.3 0.02
C 4.3017 -34.4856 -25.8959 -1.0 -0.7 1.0 -0.10
H -15.7208 -35.4340 -7.9339 -0.2 -0.1 -0.7 0.39
H -8.6047 -29.9985 -35.4117 1.3 1.2 -1.5 0.27
C -9.4487 -29.2606 -16.9357 0.4 0.5 -0.4 -0.75
H -9.4689 -23.9577 -14.7200 0.0 0.5 -0.7 0.32
N 3.7113 -33.9491 -24.7889 -0.2 1.8 -3.1 0.11
H 4.3826 -34.0472 -26.8713 0.5 0.5 0.1 0.38
H -5.1750 -15.7505 -20.5319 0.9 -0.2 -0.1 0.36
C 5.0571 -36.8433 -26.5091 0.1 0.6 0.3 -0.90
H -18.0868 -21.0410 -16.4842 -0.1 0.3 -0.5 0.54
H -6.0089 -34.2217 -18.6921 0.6 -0.5 -0.2 0.88
H -7.5731 -23.0624 -35.6846 0.2 -0.4 -1.3 0.33
H -5.7247 -37.2243 -22.5067 0.7 0.6 0.9 0.35
H -4.6772 -34.3157 -15.6082 0.4 0.2 -0.4 0.27
C -8.1115 -28.8516 -35.2635 -2.0 -1.9 -0.6 -1.16
H -20.4494 -16.6877 -13.4503 -0.5 -0.3 0.1 0.39
C -17.3574 -19.0951 -15.9884 -1.0 1.2 1.0 0.67
N -20.2304 -18.6899 -12.8563 1.3 -0.4 0.4 0.07
H -7.0724 -28.8334 -35.5556 0.4 -0.5 1.2 0.53
H -4.2640 -33.2554 -17.0087 -0.3 0.1 0.2 0.29
C -6.4578 -19.2964 -19.2394 0.1 0.4 1.0 -0.59
H -8.4622 -29.2771 -16.4447 -0.6 -0.8 0.0 0.34
H -3.0006 -34.2311 -16.3170 -0.1 -0.4 0.1 0.41
C -5.9329 -18.1738 -19.8685 -1.0 -1.3 -0.3 -0.39
H -14.6298 -31.4084 -5.9206 0.2 -0.1 -0.5 0.33
C -4.7483 -17.5721 -17.9760 -0.7 -0.2 -0.2 -0.27
H -14.2997 -30.9497 -7.6039 -0.5 -0.3 0.3 0.35